# C39H60BrFNO18

A cluster of 10 separate species, C39H60BrFNO18 in total at a distorted geometry (wB97M-V/def2-TZVPD, the OMol25 dataset).

Last columns: bonded neighbours and bond lengths (Å).
Atoms and positions in Å:
1 C 3.645 1.705 -0.654  C2 1.543, H7 1.077, H8 1.085, H9 1.080
2 C 2.735 1.559 -1.892  C1 1.543, C3 1.517, H10 1.083, H11 1.082
3 C 1.261 1.691 -1.560  C2 1.517, Br4 2.036, N5 1.391, H12 1.096
4 Br 0.839 3.647 -1.180  C3 2.036
5 N 0.895 0.869 -0.499  C3 1.391, F6 1.487
6 F -0.564 1.117 -0.357  N5 1.487
7 H 3.082 1.945 0.233  C1 1.077
8 H 4.340 2.517 -0.835  C1 1.085
9 H 4.255 0.827 -0.509  C1 1.080
10 H 2.975 2.364 -2.576  C2 1.083
11 H 2.938 0.626 -2.401  C2 1.082
12 H 0.680 1.383 -2.437  C3 1.096
13 O 5.960 2.162 1.598  C14 1.192
14 C 5.334 1.974 2.594  O13 1.192, O15 1.350, C18 1.512
15 O 4.431 0.978 2.715  C14 1.350, C16 1.438
16 C 3.757 1.076 3.981  O15 1.438, C17 1.520, H19 1.092, H20 1.087
17 C 4.696 1.876 4.869  C16 1.520, C18 1.524, H21 1.089, H22 1.092
18 C 5.374 2.798 3.862  C14 1.512, C17 1.524, H23 1.091, H24 1.086
19 H 2.800 1.579 3.825  C16 1.092
20 H 3.568 0.077 4.367  C16 1.087
21 H 4.184 2.399 5.675  C17 1.089
22 H 5.438 1.212 5.318  C17 1.092
23 H 4.805 3.715 3.702  C18 1.091
24 H 6.397 3.032 4.139  C18 1.086
25 O -4.723 -3.480 -2.071  C26 1.202
26 C -3.704 -2.977 -1.679  O25 1.202, O27 1.345, C30 1.510
27 O -3.283 -1.770 -2.096  C26 1.345, C28 1.454
28 C -1.977 -1.479 -1.529  O27 1.454, C29 1.515, H31 1.093, H32 1.086
29 C -1.882 -2.361 -0.302  C28 1.515, C30 1.527, H33 1.086, H34 1.090
30 C -2.706 -3.578 -0.717  C26 1.510, C29 1.527, H35 1.084, H36 1.087
31 H -1.211 -1.719 -2.270  C28 1.093
32 H -1.909 -0.422 -1.287  C28 1.086
33 H -0.859 -2.593 -0.021  C29 1.086
34 H -2.360 -1.871 0.547  C29 1.090
35 H -2.112 -4.314 -1.245  C30 1.084
36 H -3.210 -4.036 0.130  C30 1.087
37 O -0.734 -5.840 -0.454  C38 1.200
38 C 0.244 -5.535 -1.080  O37 1.200, O39 1.343, C42 1.511
39 O 0.724 -4.281 -1.129  C38 1.343, C40 1.449
40 C 1.834 -4.218 -2.058  O39 1.449, C41 1.517, H43 1.092, H44 1.087
41 C 2.346 -5.642 -2.153  C40 1.517, C42 1.521, H45 1.088, H46 1.091
42 C 1.073 -6.450 -1.949  C38 1.511, C41 1.521, H47 1.092, H48 1.086
43 H 1.463 -3.844 -3.015  C40 1.092
44 H 2.586 -3.530 -1.681  C40 1.087
45 H 2.859 -5.852 -3.089  C41 1.088
46 H 3.044 -5.841 -1.337  C41 1.091
47 H 0.542 -6.617 -2.888  C42 1.092
48 H 1.258 -7.395 -1.447  C42 1.086
49 O 5.019 -2.386 -2.203  C50 1.190
50 C 5.991 -1.817 -1.821  O49 1.190, O51 1.349, C54 1.512
51 O 6.341 -0.587 -2.249  C50 1.349, C52 1.437
52 C 7.609 -0.213 -1.686  O51 1.437, C53 1.519, H55 1.094, H56 1.087
53 C 7.762 -1.075 -0.444  C52 1.519, C54 1.523, H57 1.089, H58 1.089
54 C 7.020 -2.342 -0.846  C50 1.512, C53 1.523, H59 1.092, H60 1.086
55 H 8.389 -0.411 -2.427  C52 1.094
56 H 7.602 0.850 -1.457  C52 1.087
57 H 8.800 -1.237 -0.158  C53 1.089
58 H 7.252 -0.603 0.395  C53 1.089
59 H 7.667 -3.051 -1.366  C54 1.092
60 H 6.539 -2.823 0.001  C54 1.086
61 O 0.196 9.832 0.432  C62 1.199
62 C -0.328 8.890 -0.093  O61 1.199, O63 1.354, C66 1.512
63 O -0.542 7.704 0.523  C62 1.354, C64 1.448
64 C -1.085 6.753 -0.424  O63 1.448, C65 1.517, H67 1.088, H68 1.087
65 C -1.705 7.595 -1.522  C64 1.517, C66 1.523, H69 1.088, H70 1.093
66 C -0.801 8.821 -1.528  C62 1.512, C65 1.523, H71 1.091, H72 1.086
67 H -0.273 6.127 -0.786  C64 1.088
68 H -1.816 6.123 0.076  C64 1.087
69 H -1.761 7.078 -2.477  C65 1.088
70 H -2.719 7.889 -1.239  C65 1.093
71 H 0.067 8.684 -2.175  C66 1.091
72 H -1.335 9.727 -1.801  C66 1.086
73 O -0.680 -5.493 5.680  C74 1.194
74 C -1.220 -5.491 4.615  O73 1.194, O75 1.347, C78 1.513
75 O -0.624 -5.063 3.485  C74 1.347, C76 1.447
76 C -1.567 -5.085 2.387  O75 1.447, C77 1.518, H79 1.094, H80 1.092
77 C -2.633 -6.080 2.808  C76 1.518, C78 1.525, H81 1.089, H82 1.092
78 C -2.643 -5.913 4.324  C74 1.513, C77 1.525, H83 1.091, H84 1.086
79 H -1.971 -4.077 2.256  C76 1.094
80 H -1.057 -5.385 1.469  C76 1.092
81 H -3.597 -5.902 2.335  C77 1.089
82 H -2.315 -7.094 2.551  C77 1.092
83 H -3.316 -5.117 4.643  C78 1.091
84 H -2.883 -6.840 4.839  C78 1.086
85 O -4.107 -4.355 -8.203  C86 1.193
86 C -4.807 -4.150 -7.260  O85 1.193, O87 1.349, C90 1.513
87 O -4.341 -3.711 -6.073  C86 1.349, C88 1.445
88 C -5.413 -3.668 -5.105  O87 1.445, C89 1.519, H91 1.091, H92 1.084
89 C -6.684 -3.586 -5.933  C88 1.519, C90 1.525, H93 1.089, H94 1.092
90 C -6.302 -4.372 -7.182  C86 1.513, C89 1.525, H95 1.091, H96 1.086
91 H -5.369 -4.572 -4.497  C88 1.091
92 H -5.283 -2.808 -4.457  C88 1.084
93 H -7.559 -3.974 -5.414  C89 1.089
94 H -6.886 -2.547 -6.201  C89 1.092
95 H -6.492 -5.441 -7.068  C90 1.091
96 H -6.794 -3.996 -8.074  C90 1.086
97 O 3.916 6.927 4.861  C98 1.194
98 C 2.853 7.222 4.403  O97 1.194, O99 1.353, C102 1.515
99 O 1.729 6.506 4.632  C98 1.353, C100 1.443
100 C 0.641 7.054 3.858  O99 1.443, C101 1.511, H103 1.092, H104 1.088
101 C 1.038 8.481 3.561  C100 1.511, C102 1.522, H105 1.087, H106 1.093
102 C 2.555 8.380 3.474  C98 1.515, C101 1.522, H107 1.091, H108 1.086
103 H 0.528 6.460 2.949  C100 1.092
104 H -0.280 6.993 4.434  C100 1.088
105 H 0.570 8.876 2.663  C101 1.087
106 H 0.762 9.124 4.400  C101 1.093
107 H 2.890 8.119 2.468  C102 1.091
108 H 3.049 9.286 3.812  C102 1.086
109 O -3.616 -1.087 2.475  C110 1.188
110 C -4.695 -0.909 2.011  O109 1.188, O111 1.357, C114 1.510
111 O -5.739 -1.752 2.212  C110 1.357, C112 1.438
112 C -6.866 -1.324 1.427  O111 1.438, C113 1.520, H115 1.093, H116 1.088
113 C -6.626 0.152 1.154  C112 1.520, C114 1.525, H117 1.089, H118 1.092
114 C -5.104 0.219 1.094  C110 1.510, C113 1.525, H119 1.092, H120 1.085
115 H -6.895 -1.917 0.510  C112 1.093
116 H -7.782 -1.500 1.988  C112 1.088
117 H -7.122 0.508 0.253  C113 1.089
118 H -6.988 0.748 1.994  C113 1.092
119 H -4.724 0.012 0.092  C114 1.092
120 H -4.717 1.167 1.453  C114 1.085

Properties
strongest force on any atom = 4.1 eV/Å
charge = -1
E = -152523.0696 eV
spin multiplicity = 1
LUMO level = 0.08185 hartree
HOMO = -3.28 eV

Here are the Mulliken charges for atoms 1 to 2, given in e:
1 C -0.75
2 C -0.63